1.
Entry from the Open Molecules 2025 dataset: 2 unconnected molecules or ions with the total composition C2H6O2 (wB97M-V/def2-TZVPD).

Results
HOMO level: -11.212 eV
frontier orbital gap: 0.437 Ha
total charge: 0
SMILES: O=CO.C

CARTESIAN COORDINATES (ANGSTROEM)
O: 5.067 -3.124 1.788
C: 3.955 -3.434 1.552
O: 3.300 -3.105 0.340
H: 3.174 -3.636 2.242
H: 3.142 -3.799 -0.399
C: -3.683 3.341 -1.079
H: -3.732 3.855 -2.056
H: -2.952 2.544 -1.009
H: -4.822 3.236 -1.009
H: -3.450 4.122 -0.370

=====

2.
Entry from the Open Molecules 2025 dataset: 2 unconnected molecules or ions with the total composition C2H6O2 (wB97M-V/def2-TZVPD).

Results
HOMO level: -10.983 eV
frontier orbital gap: 0.417 Ha
total charge: 0
SMILES: O=CO.C

CARTESIAN COORDINATES (ANGSTROEM)
O: -2.750 0.218 3.077
C: -2.515 0.410 1.929
O: -3.114 1.397 1.232
H: -1.860 -0.211 1.309
H: -2.719 1.459 0.354
C: 2.605 -0.648 -1.595
H: 3.572 -0.839 -2.049
H: 2.311 0.394 -1.696
H: 2.654 -0.903 -0.538
H: 1.815 -1.277 -2.023

=====

Relative stability in hartree, measured from the most stable structure: 1 0.0385; 2 0.0000

=====

1.
Entry from the Open Molecules 2025 dataset: C8H14O in the gas phase (wB97M-V/def2-TZVPD).

Results
HOMO level (alpha / beta): -8.143 / -7.373 eV
frontier orbital gap (alpha / beta): 0.290 / 0.267 Ha
total charge: 0
SMILES: C=C(CC=O)C(C)(C)C

CARTESIAN COORDINATES (ANGSTROEM)
C: 1.215 -1.645 0.060
C: 0.620 -0.474 -0.347
C: 1.205 0.118 -1.591
C: 2.224 0.884 -0.447
O: 2.251 2.085 -0.237
C: -0.710 0.038 0.259
C: -0.410 0.958 1.456
C: -1.584 0.809 -0.752
C: -1.574 -1.139 0.773
H: 0.885 -2.668 -0.098
H: 2.189 -1.931 0.450
H: 0.757 0.970 -2.097
H: 1.749 -0.584 -2.226
H: 3.107 0.259 -0.237
H: -1.337 1.248 1.962
H: 0.221 0.461 2.200
H: 0.068 1.888 1.139
H: -1.120 1.751 -1.053
H: -1.778 0.205 -1.644
H: -2.556 1.062 -0.316
H: -1.108 -1.669 1.610
H: -1.786 -1.846 -0.035
H: -2.528 -0.780 1.173

=====

2.
Entry from the Open Molecules 2025 dataset: C8H14O in the gas phase (wB97M-V/def2-TZVPD).

Results
HOMO level: -9.006 eV
frontier orbital gap: 0.355 Ha
total charge: 0
SMILES: C/C=C(/C(C)=O)C(C)C

CARTESIAN COORDINATES (ANGSTROEM)
C: 1.130 -1.834 1.248
C: 1.036 -1.141 -0.115
C: 0.088 -0.176 -0.180
C: 0.315 0.468 -1.574
C: -0.501 1.665 -1.781
O: 0.832 -0.144 -2.526
C: -0.782 0.398 0.805
C: -1.745 -0.553 1.501
C: 0.049 1.111 1.756
H: 0.980 -0.929 2.087
H: 0.187 -2.674 1.307
H: 2.129 -2.638 1.359
H: 1.793 -1.247 -0.855
H: -0.406 2.109 -0.839
H: -1.599 1.372 -1.951
H: -0.374 2.398 -2.703
H: -1.437 1.218 0.325
H: -2.410 0.076 2.046
H: -1.384 -1.319 2.352
H: -2.369 -1.011 0.750
H: 0.519 2.041 1.454
H: -0.545 1.477 2.423
H: 0.721 0.641 2.493

=====

3.
Entry from the Open Molecules 2025 dataset: a molecular structure, C8H14O (wB97M-V/def2-TZVPD).

Results
HOMO level: -8.392 eV
frontier orbital gap: 0.340 Ha
total charge: 0

CARTESIAN COORDINATES (ANGSTROEM)
C: 3.488 0.105 -0.249
C: 2.359 -0.435 0.686
C: 0.814 0.111 0.132
C: 0.194 -1.193 -0.592
C: 0.325 1.344 0.464
C: -0.965 1.798 -0.235
C: -2.042 1.086 -0.142
C: -3.402 -0.861 0.272
H: 3.436 -0.571 -0.996
H: 4.431 0.044 0.490
H: 3.055 1.141 -0.688
H: 2.492 0.001 1.834
H: 2.386 -1.781 0.275
H: -0.439 -0.813 -1.520
H: -0.822 -1.494 0.286
H: 0.975 -1.990 -0.713
H: 0.931 2.265 1.022
H: -0.741 2.883 -0.683
H: -2.992 1.526 -0.743
H: -3.815 -1.416 1.304
H: -3.974 0.058 0.038
H: -3.643 -1.587 -0.602
O: -2.051 -0.220 0.360

=====

Relative stability in hartree, measured from the most stable structure: 1 0.0071; 2 0.0000; 3 0.1470

=====

1.
Entry from the Open Molecules 2025 dataset: 5 unconnected molecules or ions with the total composition CH10O5 (wB97M-V/def2-TZVPD).

Results
HOMO level: -10.195 eV
frontier orbital gap: 0.379 Ha
total charge: 0
SMILES: C=O.O.O.O.O

CARTESIAN COORDINATES (ANGSTROEM)
C: 1.454 0.313 -2.074
O: 2.235 0.287 -1.138
H: 0.380 0.803 -1.972
H: 1.330 -0.598 -2.625
O: 1.862 -2.703 1.003
H: 2.147 -3.577 0.580
H: 2.389 -2.041 0.484
O: -2.986 2.845 2.045
H: -2.220 2.496 2.445
H: -3.154 2.275 1.240
O: -0.949 -3.220 1.049
H: -0.041 -3.076 0.832
H: -0.971 -3.834 1.810
O: -0.136 3.229 -1.161
H: -0.640 3.278 -2.011
H: -0.701 3.523 -0.505

=====

2.
Entry from the Open Molecules 2025 dataset: 5 unconnected molecules or ions with the total composition CH10O5 (wB97M-V/def2-TZVPD).

Results
HOMO level: -10.483 eV
frontier orbital gap: 0.389 Ha
total charge: 0
SMILES: C=O.O.O.O.O

CARTESIAN COORDINATES (ANGSTROEM)
C: 2.269 2.679 -3.203
O: 2.121 3.191 -4.401
H: 3.341 2.571 -2.961
H: 1.445 2.334 -2.557
O: -0.804 1.240 0.911
H: -1.307 1.044 0.074
H: 0.096 1.263 0.720
O: -1.196 -1.283 3.662
H: -1.132 -0.875 2.892
H: -0.401 -1.175 4.229
O: 0.795 -2.111 0.656
H: 0.519 -2.993 0.945
H: 1.761 -2.449 0.348
O: -2.521 -2.395 0.780
H: -3.094 -3.077 1.150
H: -2.006 -1.847 1.510

=====

Relative stability in hartree, measured from the most stable structure: 1 0.0000; 2 0.0221

=====

1.
Entry from the Open Molecules 2025 dataset: 2 unconnected molecules or ions with the total composition C2H5BrClN (wB97M-V/def2-TZVPD).

Results
HOMO level (alpha / beta): -7.758 / -7.756 eV
frontier orbital gap (alpha / beta): 0.302 / 0.301 Ha
total charge: 0

CARTESIAN COORDINATES (ANGSTROEM)
C: 0.068 -0.789 -0.734
C: -1.120 0.667 0.717
N: 1.358 -0.380 -0.506
Cl: 1.901 1.102 -1.257
Br: 0.046 0.564 2.186
H: -0.457 -0.782 -1.641
H: -0.169 -1.582 -0.155
H: -2.070 0.059 0.839
H: -1.046 1.619 0.066
H: 1.490 -0.477 0.486

=====

2.
Entry from the Open Molecules 2025 dataset: 2 unconnected molecules or ions with the total composition C2H5BrClN (wB97M-V/def2-TZVPD).

Results
HOMO level: -9.028 eV
frontier orbital gap: 0.354 Ha
total charge: 0

CARTESIAN COORDINATES (ANGSTROEM)
C: -1.560 1.151 0.237
C: 1.913 -0.285 -0.699
N: 1.290 -1.353 -0.551
Cl: 2.950 0.072 0.753
Br: -1.896 -0.690 0.527
H: -0.801 1.368 0.962
H: -1.268 1.488 -0.699
H: -2.458 1.592 0.502
H: 0.578 -1.394 -1.301
H: 1.251 -1.950 0.268

=====

Relative stability in hartree, measured from the most stable structure: 1 0.0761; 2 0.0000

=====

1.
Entry from the Open Molecules 2025 dataset: C3H3N5 in the gas phase (wB97M-V/def2-TZVPD).

Results
HOMO level: -9.586 eV
frontier orbital gap: 0.343 Ha
total charge: 0
SMILES: c1[nH][nH]c2nnnc1-2

CARTESIAN COORDINATES (ANGSTROEM)
C: 0.692 1.109 0.006
N: 1.504 0.015 0.132
N: 0.712 -1.136 -0.118
C: -0.599 -0.695 -0.097
N: -1.798 -1.171 -0.022
N: -2.590 -0.076 0.069
N: -1.963 1.056 0.002
C: -0.626 0.714 -0.082
H: 1.214 2.064 -0.138
H: 2.438 -0.005 -0.229
H: 1.016 -1.876 0.478

=====

2.
Entry from the Open Molecules 2025 dataset: C3H3N5 in the gas phase (wB97M-V/def2-TZVPD).

Results
HOMO level: -9.465 eV
frontier orbital gap: 0.360 Ha
total charge: 0
SMILES: c1n[nH]c2[nH]nnc12

CARTESIAN COORDINATES (ANGSTROEM)
C: -0.744 -0.233 1.559
N: -0.261 -1.390 1.604
N: 0.325 -1.632 0.331
C: 0.519 -0.424 -0.349
N: 0.752 0.344 -1.582
N: 0.031 1.546 -1.466
N: -0.539 1.635 -0.408
C: -0.328 0.522 0.421
H: -1.524 -0.417 2.377
H: 0.780 -2.503 0.436
H: 1.903 0.214 -1.950

=====

3.
Entry from the Open Molecules 2025 dataset: C3H3N5 in the gas phase (wB97M-V/def2-TZVPD).

Results
HOMO level: -10.606 eV
frontier orbital gap: 0.404 Ha
total charge: 0
SMILES: [H]/N=C(/N)N(C#N)C#N

CARTESIAN COORDINATES (ANGSTROEM)
H: 2.226 -0.616 -0.098
N: 1.602 -0.734 0.686
C: 0.439 -0.319 0.609
N: -0.507 -0.372 1.546
N: -0.070 0.466 -0.697
C: -1.329 0.872 -0.707
N: -2.422 1.211 -0.638
C: 0.545 0.150 -1.828
N: 1.120 -0.134 -2.777
H: -0.215 -0.620 2.477
H: -1.389 0.097 1.429

=====

4.
Entry from the Open Molecules 2025 dataset: C3H3N5 in the gas phase (wB97M-V/def2-TZVPD).

Results
HOMO level: -9.336 eV
frontier orbital gap: 0.277 Ha
total charge: 0
SMILES: [H]/N=c1\ccnnnn1

CARTESIAN COORDINATES (ANGSTROEM)
H: 2.278 0.586 -0.804
N: 2.314 -0.618 -0.565
C: 0.930 -0.484 -0.207
C: 0.283 0.752 0.216
C: -1.086 0.910 0.361
N: -1.835 0.032 -0.535
N: -1.701 -1.301 -0.736
N: -0.837 -1.763 0.421
N: 0.311 -1.527 0.727
H: 0.940 1.502 0.615
H: -1.596 1.912 0.506

=====

Relative stability in hartree, measured from the most stable structure: 1 0.0571; 2 0.1255; 3 0.0000; 4 0.2347